[1]
Entry from the Open Molecules 2025 dataset: a 6-piece molecular cluster, C2H16NO4 overall at a distorted geometry (wB97M-V/def2-TZVPD).

```
! wB97M-V def2-TZVPD RIJCOSX def2/J DEFGRID3
* xyz 1 1
C 0.337 -1.652 1.018
C 0.982 -0.705 0.017
N 0.783 -0.926 -1.368
H 0.603 -1.413 2.049
H -0.752 -1.611 0.802
H 0.635 -2.697 0.816
H 0.600 0.295 0.277
H 2.089 -0.714 0.184
H -0.121 -0.557 -1.712
H 0.957 -1.897 -1.625
H -0.363 2.830 1.540
H -2.506 -0.563 1.016
H -1.460 0.916 -0.664
O -1.939 -0.461 0.231
H -0.835 3.389 1.654
H -1.671 1.712 -1.985
O -0.993 1.354 -1.402
H 3.750 2.603 1.878
H 2.774 3.309 0.963
O 2.925 2.464 1.404
H -1.811 -1.378 -1.043
H -2.226 -2.566 -2.078
O -1.759 -1.732 -1.972
*
```

Molar mass ... 118.15 g mol⁻¹
LUMO level ... -9.95 eV
Energy relative to the best compared isomer or geometry (same formula, charge and spin) ... 214.1 kcal/mol
Max |F| ... 3.3 eV Å⁻¹
Calculated total energy ... -11999.3037 eV

---

[2]
Entry from the Open Molecules 2025 dataset: C23H35B2N10O4Os as an isolated structure at a distorted geometry (wB97M-V/def2-TZVPD).

```
! wB97M-V def2-TZVPD RIJCOSX def2/J DEFGRID3
* xyz 2 2
Os -0.678 0.571 -0.723
C 2.011 -1.255 -2.408
C 2.284 -0.270 -1.328
C 3.511 0.120 -0.869
C 3.270 1.089 0.112
N 1.971 1.266 0.230
N 1.306 0.433 -0.635
B 1.220 2.273 1.176
N 0.156 1.414 1.932
C -0.101 1.305 3.226
C -1.247 0.525 3.406
C -1.666 0.159 2.155
C -2.852 -0.674 1.829
N -0.794 0.717 1.228
N 0.461 3.259 0.273
C 0.183 4.566 0.388
C -0.682 4.924 -0.622
C -0.930 3.753 -1.335
C -1.830 3.582 -2.510
N -0.239 2.743 -0.777
N 2.220 2.890 2.082
C 2.902 4.071 2.074
C 3.832 4.021 3.072
C 3.675 2.744 3.663
C 4.451 2.155 4.795
N 2.716 2.065 3.061
H 2.897 -1.867 -2.560
H 1.180 -1.918 -2.180
H 1.813 -0.752 -3.358
H 4.471 -0.243 -1.193
H 3.958 1.651 0.724
H 0.557 1.770 3.942
H -1.709 0.259 4.340
H -3.583 -0.560 2.626
H -3.321 -0.394 0.889
H -2.563 -1.724 1.773
H 0.598 5.161 1.182
H -1.081 5.904 -0.822
H -2.136 4.558 -2.878
H -1.339 3.063 -3.333
H -2.736 3.039 -2.238
H 2.722 4.842 1.345
H 4.532 4.790 3.348
H 5.010 2.925 5.320
H 3.789 1.659 5.502
H 5.161 1.412 4.429
N -0.872 0.339 -2.889
N -2.250 0.363 -3.185
C -3.137 0.304 -2.140
O -4.287 0.040 -2.202
O -2.530 0.705 -0.951
H -0.399 1.062 -3.427
H -0.505 -0.583 -3.137
H -2.546 -0.034 -4.065
C -1.780 -4.500 0.867
C -0.890 -3.821 -0.153
C 0.481 -4.470 -0.183
O -0.669 -2.430 0.309
B -0.815 -1.626 -0.752
O -1.209 -2.223 -1.909
C -1.551 -3.630 -1.574
C -3.067 -3.697 -1.573
C -0.974 -4.511 -2.663
H -1.259 -4.549 1.822
H -2.003 -5.522 0.557
H -2.721 -3.973 1.008
H 0.904 -4.452 0.821
H 1.165 -3.942 -0.849
H 0.416 -5.508 -0.506
H -3.506 -3.003 -0.854
H -3.410 -4.703 -1.336
H -3.439 -3.442 -2.565
H 0.097 -4.361 -2.789
H -1.471 -4.297 -3.608
H -1.146 -5.562 -2.430
*
```

Molar mass ... 727.45 g mol⁻¹
LUMO level (spin up / spin down) ... -9.29 / -9.11 eV
Energy relative to the best compared isomer or geometry (same formula, charge and spin) ... 37.4 kcal/mol
Max |F| ... 1.1 eV Å⁻¹
Calculated total energy ... -51320.4058 eV

---

[3]
Entry from the Open Molecules 2025 dataset: C6H10N2 as an isolated structure at a distorted geometry (wB97M-V/def2-TZVPD).

```
! wB97M-V def2-TZVPD RIJCOSX def2/J DEFGRID3
* xyz 0 1
C -1.802 -0.047 -1.040
N -0.753 0.718 -0.366
C -0.167 -0.203 1.229
C 0.956 -0.331 0.471
N 2.187 -0.931 0.755
C -0.870 -0.298 2.354
C 1.323 0.955 -1.725
C 0.637 0.420 -0.706
H -0.940 1.720 -0.389
H 2.168 -1.468 1.610
H 2.548 -1.485 -0.013
H -2.768 0.208 -0.604
H -1.824 0.152 -2.115
H -1.597 -1.101 -0.865
H -1.904 -0.617 2.360
H -0.417 -0.071 3.310
H 2.399 0.872 -1.758
H 0.824 1.509 -2.507
*
```

Molar mass ... 110.16 g mol⁻¹
LUMO level ... 0.92 eV
Energy relative to the best compared isomer or geometry (same formula, charge and spin) ... 92.0 kcal/mol
Max |F| ... 1.6 eV Å⁻¹
Calculated total energy ... -9360.4486 eV

---

[4]
Entry from the Open Molecules 2025 dataset: C23H29F4LaN8O3 as an isolated structure at a distorted geometry (wB97M-V/def2-TZVPD).

```
! wB97M-V def2-TZVPD RIJCOSX def2/J DEFGRID3
* xyz 2 1
La -1.521 0.106 -0.050
N -3.365 1.874 -0.667
C -4.806 1.785 -0.299
C -5.512 0.619 -0.968
C -5.105 -0.758 -0.469
N -3.727 -1.117 -0.908
H -2.989 2.724 -0.253
H -3.309 2.044 -1.672
H -5.310 2.715 -0.566
H -4.858 1.675 0.784
H -5.385 0.670 -2.056
H -6.582 0.735 -0.791
H -5.816 -1.501 -0.832
H -5.133 -0.780 0.623
H -3.701 -1.033 -1.925
H -3.591 -2.115 -0.756
C 1.769 3.491 0.753
C 1.561 2.282 -0.138
C 2.357 2.354 -1.424
O 1.858 1.050 0.562
C 0.074 2.008 -0.386
O -0.743 2.121 0.579
O -0.296 1.410 -1.437
H 2.821 3.557 1.034
H 1.162 3.424 1.654
H 1.515 4.410 0.224
H 3.419 2.416 -1.187
H 2.088 3.240 -1.999
H 2.177 1.478 -2.046
H 2.610 1.189 1.150
C -0.293 0.265 3.393
C -1.234 -0.932 3.296
C -1.821 -1.281 4.656
C -0.505 -2.128 2.689
N -2.309 -0.610 2.294
N -3.107 0.562 2.521
H 0.644 -0.044 3.854
H -0.706 1.067 4.007
H -0.051 0.686 2.410
H -1.024 -1.518 5.361
H -2.479 -2.151 4.595
H -2.381 -0.445 5.079
H 0.306 -2.452 3.340
H -0.046 -1.878 1.722
H -1.174 -2.980 2.543
H -2.964 -1.390 2.302
H -2.481 1.353 2.657
H -3.657 0.477 3.373
F 1.594 -1.328 -0.596
C 2.625 -1.390 -1.454
C 3.860 -1.190 -0.976
F 4.002 -0.923 0.307
C 5.042 -1.268 -1.821
C 4.764 -1.583 -3.215
C 3.516 -1.766 -3.685
F 3.340 -2.031 -4.966
C 2.347 -1.674 -2.843
C 1.075 -1.817 -3.340
C -0.069 -1.668 -2.506
N -1.013 -1.514 -1.864
C 0.737 -2.047 -4.713
N 0.368 -2.187 -5.791
F 5.773 -1.673 -4.047
C 6.299 -1.063 -1.346
C 6.572 -0.715 0.020
N 6.841 -0.429 1.099
C 7.481 -1.156 -2.150
N 8.465 -1.251 -2.735
*
```

Molar mass ... 680.44 g mol⁻¹
LUMO level ... -8.22 eV
Energy relative to the best compared isomer or geometry (same formula, charge and spin) ... 3.5 kcal/mol
Max |F| ... 4.2 eV Å⁻¹
Calculated total energy ... -54099.9650 eV

---

[5]
Entry from the Open Molecules 2025 dataset: a 5-piece molecular cluster, C25H23BrCl8F8N2O4S overall at a distorted geometry (wB97M-V/def2-TZVPD).

```
! wB97M-V def2-TZVPD RIJCOSX def2/J DEFGRID3
* xyz 0 1
C 0.643 4.710 -0.028
C -0.297 3.474 0.013
C -1.067 3.484 -1.345
C -1.224 3.681 1.221
N -1.738 2.456 1.886
C -0.711 1.590 2.346
C -0.104 1.933 3.555
O -0.467 3.049 4.263
C 0.927 1.147 4.033
F 1.535 1.492 5.177
C 1.371 0.013 3.384
F 2.367 -0.708 3.896
C 0.790 -0.357 2.178
C 1.209 -1.562 1.369
C 2.148 -1.172 0.224
F 1.880 -2.504 2.137
C -0.236 0.460 1.694
S -0.974 0.052 0.113
C -2.602 0.704 0.351
C -3.665 0.085 -0.286
O -3.394 -1.004 -1.083
C -4.966 0.551 -0.120
C -6.060 -0.193 -0.866
F -5.899 -0.051 -2.187
F -5.969 -1.518 -0.609
F -7.296 0.161 -0.532
C -5.159 1.668 0.679
N -6.508 2.178 0.865
C -6.949 2.039 2.201
O -6.775 1.034 2.802
F -7.563 3.054 2.765
C -6.760 3.446 0.293
O -7.810 3.979 0.297
F -5.736 4.010 -0.344
C -4.086 2.279 1.316
Br -4.346 3.800 2.437
C -2.775 1.810 1.180
H 0.036 5.570 -0.330
H 1.466 4.568 -0.728
H 1.044 4.949 0.960
H 0.360 2.607 0.089
H -0.426 3.968 -2.079
H -1.977 4.065 -1.192
H -1.288 2.459 -1.643
H -2.080 4.288 0.927
H -0.686 4.243 1.988
H -0.987 2.770 5.025
H 0.342 -2.071 0.943
H 2.514 -2.086 -0.229
H 1.637 -0.577 -0.533
H 2.985 -0.592 0.614
H -3.346 -1.768 -0.492
C 5.559 -1.915 -1.169
Cl 4.150 -1.141 -1.912
Cl 5.747 -3.582 -1.717
H 6.443 -1.355 -1.437
H 5.428 -1.913 -0.091
C 8.460 0.759 0.429
Cl 7.047 1.516 -0.316
Cl 8.669 -0.907 -0.123
H 9.343 1.327 0.163
H 8.326 0.754 1.505
C 4.704 -7.064 -3.571
Cl 3.729 -5.591 -3.537
Cl 6.111 -6.949 -2.502
H 4.091 -7.894 -3.249
H 5.051 -7.227 -4.585
C 1.020 -8.069 -5.300
Cl 1.802 -9.099 -4.094
Cl 2.171 -7.387 -6.457
H 0.302 -8.671 -5.844
H 0.518 -7.255 -4.790
*
```

Molar mass ... 963.05 g mol⁻¹
LUMO level ... -0.04 eV
SMILES string ... CC(C)CN1c2c(O)c(F)c(F)c([C@@H](C)F)c2Sc2c(O)c(C(F)(F)F)c(N(C(=O)F)C(=O)F)c(Br)c21.ClCCl.ClCCl.ClCCl.ClCCl
Max |F| ... 2.5 eV Å⁻¹
Calculated total energy ... -240265.5379 eV

---

[6]
Entry from the Open Molecules 2025 dataset: one molecule with the formula C23H35N3O3 (wB97M-V/def2-TZVPD).

```
! wB97M-V def2-TZVPD RIJCOSX def2/J DEFGRID3
* xyz 0 1
C 1.222 -4.178 -5.557
C 0.040 -3.232 -5.357
O 0.276 -2.264 -4.356
C 1.051 -1.172 -4.627
C 1.609 -0.876 -5.865
C 2.365 0.272 -6.036
C 2.574 1.136 -4.979
C 2.019 0.847 -3.744
C 1.265 -0.297 -3.551
C 0.650 -0.598 -2.210
N 1.454 -0.060 -1.124
C 2.717 -0.740 -0.951
C 2.621 -1.847 0.107
N 2.286 -1.200 1.352
C 1.468 -0.132 1.383
O 1.320 0.532 2.396
C 0.677 0.102 0.103
C 0.008 1.489 0.106
H -0.099 1.824 -0.925
C -1.380 1.409 0.735
O -2.391 1.296 0.068
N -1.359 1.459 2.076
H -0.456 1.429 2.535
C -2.534 1.274 2.902
C -2.674 2.481 3.839
H -1.708 2.700 4.294
H -2.922 3.337 3.207
C -3.741 2.334 4.930
H -4.473 1.579 4.638
C -3.194 2.017 6.324
C -2.560 0.639 6.529
H -3.272 -0.141 6.255
H -2.378 0.535 7.602
C -1.234 0.427 5.787
H -0.782 1.394 5.572
C -1.333 -0.406 4.505
C -2.507 -0.104 3.574
H -3.445 -0.250 4.108
H -2.484 -0.845 2.768
H -0.394 -0.303 3.958
H -1.424 -1.458 4.791
H -0.538 -0.095 6.449
H -2.460 2.781 6.592
H -4.024 2.107 7.032
H -4.283 3.279 5.013
H -3.385 1.275 2.209
H 0.633 2.197 0.650
H -0.115 -0.670 0.144
H 2.825 -1.391 2.184
H 1.839 -2.563 -0.175
H 3.564 -2.383 0.214
H 3.463 -0.010 -0.613
H 3.037 -1.141 -1.913
H -0.336 -0.127 -2.167
H 0.498 -1.685 -2.118
H 2.168 1.508 -2.905
H 3.162 2.032 -5.114
H 2.789 0.484 -7.006
H 1.459 -1.528 -6.712
H -0.824 -3.794 -4.990
H -0.242 -2.753 -6.303
H 1.456 -4.678 -4.620
H 2.104 -3.634 -5.885
H 0.969 -4.926 -6.302
*
```

Molar mass ... 401.55 g mol⁻¹
LUMO level ... 0.63 eV
SMILES string ... CCOc1ccccc1CN1CCNC(=O)[C@H]1CC(=O)NC1CCCCCCC1
Energy relative to the best compared isomer or geometry (same formula, charge and spin) ... 18.8 kcal/mol
Max |F| ... 0.6 eV Å⁻¹
Calculated total energy ... -35032.9819 eV

---

What is the calculated total energy in the second record?
-51320.4058 eV